# C23H45N3O2P4Re

A structure of composition C23H45N3O2P4Re at a distorted geometry (ωB97M-V with the def2-TZVPD basis set, the OMol25 dataset).

Each line ends with the Löwdin charge.
Atoms and positions in Å:
Re (-0.55651, -0.45642, -0.92390)  0.88
P (2.39408, 3.28011, -1.77210)  1.03
P (-2.45919, 0.80971, 3.39544)  1.01
P (0.68404, 0.42341, 0.67425)  0.84
P (-0.47655, -4.87670, -2.59722)  1.05
O (1.67303, -1.90359, -2.50329)  0.09
O (-0.81190, -3.20354, 0.44611)  0.07
N (1.55035, -0.30345, 3.10669)  -0.14
N (1.69182, 2.08272, 2.59103)  -0.11
N (3.23159, 0.51279, 1.49225)  -0.13
C (-3.18271, 0.33134, -0.69899)  -0.07
C (-2.63571, 0.88278, 5.20921)  -0.20
C (-1.53634, -6.31173, -2.16959)  -0.21
C (1.50211, 1.06363, 3.64473)  -0.14
C (-1.84457, 1.61131, -2.28528)  -0.07
C (2.12661, 2.70044, -3.51593)  -0.20
C (-3.48257, 2.25483, 2.86879)  -0.21
C (0.66709, 2.04737, 1.54806)  -0.29
C (0.46838, -5.11898, -4.15198)  -0.20
C (-3.01304, -0.80451, -1.47883)  -0.05
C (1.02503, 4.51693, -1.78437)  -0.23
C (-0.73925, -2.14754, -0.08043)  -0.33
C (0.83157, -1.29349, -1.94467)  -0.30
C (-2.41480, 1.48294, -0.99077)  -0.08
C (3.06593, 1.85424, 2.07839)  -0.14
C (0.94277, -5.33565, -1.52097)  -0.23
C (2.50094, 0.38936, 0.24965)  -0.29
C (-3.56633, -0.60289, 2.89206)  -0.21
C (0.44364, -0.58166, 2.23768)  -0.29
C (2.86643, -0.53250, 2.48111)  -0.11
C (-1.80638, 0.51604, -3.13510)  0.00
C (-2.00862, -0.77316, -2.51841)  -0.25
C (3.83352, 4.39618, -1.92432)  -0.20
H (1.28965, 5.25783, -2.55341)  0.09
H (-2.97671, 2.83788, 2.08297)  0.03
H (0.96592, 4.98785, -0.79426)  0.06
H (0.05913, 4.04312, -2.02974)  0.03
H (-0.32513, 2.18313, 2.00528)  0.06
H (2.86249, -1.51176, 1.99692)  0.14
H (0.12104, -4.38474, -4.89066)  0.06
H (-1.03874, -7.27098, -2.37096)  0.09
H (-1.40992, 2.55579, -2.56997)  0.10
H (3.75426, 5.28963, -1.28554)  0.08
H (-3.29219, -0.98549, 1.89194)  0.02
H (0.74535, -5.03574, -0.48612)  0.04
H (-1.71853, -6.21882, -1.08482)  0.07
H (-3.60641, 2.89721, 3.75478)  0.07
H (-3.55639, -1.71401, -1.24163)  0.15
H (-2.49734, -6.23177, -2.68631)  0.06
H (-4.45782, 1.91632, 2.48999)  0.07
H (0.32638, -6.13309, -4.53341)  0.09
H (-1.70804, -1.67790, -3.02706)  0.11
H (2.76035, -0.55687, -0.23113)  0.09
H (3.30535, 2.59798, 1.31099)  0.12
H (2.10315, 1.60157, -3.55363)  0.04
H (1.53195, -4.91427, -3.93556)  0.07
H (2.96734, 3.08083, -4.10891)  0.07
H (4.68447, 3.78691, -1.59022)  0.07
H (0.41723, -1.65078, 2.04210)  0.08
H (-0.49783, -0.29468, 2.74527)  0.02
H (-1.51815, 0.61884, -4.17341)  0.15
H (3.72875, 1.93606, 2.95290)  0.15
H (1.17281, 3.07441, -3.92305)  0.06
H (-2.62210, -0.12603, 5.63725)  0.07
H (0.53909, 1.22993, 4.13493)  0.12
H (-1.77153, 1.44170, 5.59981)  0.07
H (3.58892, -0.50556, 3.30400)  0.15
H (1.09013, -6.42066, -1.58464)  0.09
H (3.91248, 4.66101, -2.99173)  0.08
H (-4.61379, -0.25957, 2.87569)  0.08
H (2.35261, 1.14237, 4.34062)  0.15
H (-3.76217, 0.30926, 0.22072)  0.11
H (-3.56793, 1.40750, 5.45439)  0.08
H (-3.44969, -1.42346, 3.61742)  0.07
H (1.82986, -4.80402, -1.88005)  0.05
H (0.82894, 2.86775, 0.83218)  0.07
H (2.77446, 1.20942, -0.44166)  0.03
H (-2.28616, 2.27562, -0.24154)  0.12

**Orbital gap (alpha / beta)**: 0.2469 / 0.1413 Ha
**Spin multiplicity**: 4
**E_tot**: -72387.2366 eV
**Charge**: +4
**Lowest unoccupied orbital energy (alpha / beta)**: -0.429 / -0.523 Ha
**HOMO energy (alpha / beta)**: -0.6759 / -0.6646 Ha

# C6H14O

A structure of composition C6H14O at a distorted geometry (ωB97M-V with the def2-TZVPD basis set, the OMol25 dataset).

Each line ends with the Löwdin charge.
Atoms and positions in Å:
O (1.71963, -1.19125, 0.24137)  -0.20
C (2.57442, -1.35672, -0.85565)  -0.18
C (0.54446, 0.87791, -0.39134)  -0.07
C (-0.27472, 1.40355, 0.75726)  -0.24
C (-1.72164, 1.15074, 0.38934)  -0.23
C (-1.81528, -0.32440, 0.03417)  -0.24
C (-0.66598, -0.58362, -0.92619)  -0.10
H (0.46686, 1.38676, -1.33997)  0.08
H (1.61626, 0.94098, -0.10341)  0.10
H (-0.88055, -0.24932, -1.93834)  0.08
H (-2.41212, 1.44253, 1.17687)  0.11
H (0.84570, -0.98417, -0.13500)  -0.04
H (-1.71697, -0.94204, 0.93947)  0.12
H (-0.55144, -1.69253, -1.03694)  0.11
H (2.93943, -2.38359, -0.83119)  0.07
H (2.09113, -1.16843, -1.83214)  0.09
H (-0.07562, 2.46242, 0.96198)  0.12
H (-2.79458, -0.56297, -0.40270)  0.11
H (-1.94158, 1.73287, -0.51585)  0.12
H (3.43539, -0.67838, -0.78918)  0.08
H (0.00168, 0.85105, 1.66973)  0.12

**Orbital gap**: 0.3801 Ha
**Spin multiplicity**: 1
**Energy relative to the best compared isomer or geometry (same formula, charge and spin)**: 304.9 kJ/mol
**E_tot**: -8493.7323 eV
**Charge**: 0
**Lowest unoccupied orbital energy**: 0.040 Ha
**HOMO energy**: -0.3405 Ha